Formula: C30H32BF5N8SSeTi
Source: OMol25
Level of theory: ωB97M-V/def2-TZVPD

XYZ file:
```
79
Properties=species:S:1:pos:R:3:lowdin_charge:R:1
Ti 0.31410 -0.49708 1.29133 0.85
C -4.36433 -1.56192 2.89366 -0.03
C -3.55317 -0.75603 1.88552 -0.36
C -4.47255 -0.01776 0.90624 -0.05
C -2.63696 0.24101 2.53018 -0.25
C -2.89831 1.19921 3.51766 0.03
C -1.76251 1.97994 3.57716 -0.03
N -0.87621 1.53012 2.67519 -0.01
N -1.41520 0.44994 2.04103 -0.02
B 0.35751 2.28433 2.09388 -0.51
N 1.71702 1.60851 2.41258 -0.03
C 2.72894 2.14548 3.08951 -0.03
C 3.81198 1.28884 3.03197 0.03
C 3.38733 0.19928 2.27576 -0.22
N 2.10525 0.39929 1.90701 -0.01
C 4.19781 -0.99212 1.84184 -0.36
C 5.58749 -0.96375 2.47241 -0.06
C 3.50349 -2.32005 2.13017 -0.06
N 0.18401 2.32902 0.57494 -0.03
C -0.03408 3.41190 -0.17702 -0.03
C -0.33828 2.99800 -1.45194 0.01
C -0.28720 1.60040 -1.41304 -0.24
N 0.05204 1.19442 -0.17704 0.04
C -0.62680 0.73947 -2.59945 -0.35
C -1.42929 -0.52102 -2.27645 -0.05
C 0.60426 0.42161 -3.45136 -0.04
H -5.06820 -2.21223 2.37313 0.09
H -4.94491 -0.90295 3.54224 0.09
H -3.72691 -2.18569 3.51238 0.06
H -2.92130 -1.44067 1.30708 0.10
H -5.14468 0.65259 1.44476 0.09
H -5.08247 -0.73140 0.35161 0.09
H -3.90075 0.57893 0.19357 0.07
H -3.80406 1.32354 4.08552 0.12
H -1.53524 2.85044 4.17081 0.14
H 0.38952 3.38356 2.55552 0.13
H 2.61565 3.10776 3.56033 0.14
H 4.78253 1.44034 3.46798 0.11
H 4.32554 -0.90357 0.75770 0.13
H 5.52400 -1.03785 3.55973 0.09
H 6.12882 -0.05224 2.21875 0.08
H 6.17256 -1.81084 2.11615 0.09
H 3.30525 -2.43529 3.19699 0.09
H 4.13580 -3.14711 1.80558 0.09
H 2.54684 -2.41236 1.61713 0.01
H 0.02085 4.39673 0.25672 0.13
H -0.58839 3.61118 -2.30033 0.12
H -1.27102 1.38246 -3.20424 0.14
H -0.77427 -1.35838 -2.04303 0.03
H -2.02111 -0.81269 -3.14414 0.09
H -2.11518 -0.36838 -1.43985 0.07
H 1.32107 -0.18416 -2.89634 0.05
H 1.10766 1.33328 -3.77355 0.09
H 0.30969 -0.13834 -4.34021 0.09
F -2.06192 -0.50582 8.09043 0.15
C -1.57710 -0.91077 6.92573 -0.13
C -2.09660 -2.03590 6.30401 -0.14
F -3.08053 -2.71715 6.87998 0.14
C -1.59060 -2.43978 5.08289 -0.25
F -2.10195 -3.54070 4.52770 0.08
C -0.58400 -1.73494 4.42468 -0.46
S -0.03744 -2.27955 2.84231 0.69
C -0.05314 -0.64774 5.10281 -0.23
F 0.97438 0.02553 4.57281 0.09
C -0.54236 -0.22018 6.32208 -0.14
F -0.02009 0.85579 6.90810 0.13
Se -0.81729 -3.54910 -0.00351 1.19
N 0.33030 -2.15841 -0.06428 -0.39
C 1.31673 -2.47397 -0.89814 -0.37
C 2.43791 -1.65508 -1.20172 -0.06
C 3.37808 -2.14509 -2.05060 -0.04
C 3.26557 -3.44064 -2.64927 -0.04
C 2.20233 -4.24179 -2.39984 0.01
C 1.19164 -3.77271 -1.50892 -0.35
N 0.11176 -4.46056 -1.17633 -0.19
H 2.52069 -0.66163 -0.77536 0.11
H 4.24059 -1.53943 -2.29800 0.12
H 4.05106 -3.76690 -3.31680 0.12
H 2.08716 -5.22127 -2.84245 0.13
```

* Kohn-Sham gap (spin up / spin down): 6.8 / 6.8 eV
* multiplicity: 2
* HOMO (spin up / spin down): -11.090 / -11.093 eV
* net charge: +1
* expectation value of S²: 0.76
* relative energy (zero: lowest compared OMol25 entry of this formula, charge and spin): 116.01 kJ/mol
* energy: -157109.0994 eV
* LUMO energy (spin up / spin down): -4.2418 / -4.3369 eV

=====

Formula: C30H32BaClN3SSi2
Source: OMol25
Level of theory: ωB97M-V/def2-TZVPD

XYZ file:
```
70
Properties=species:S:1:pos:R:3:lowdin_charge:R:1
C -1.03182 -0.67533 1.24693 -0.26
C -1.40608 -0.03815 0.03086 -0.26
C -1.84264 -1.04877 -0.87768 -0.26
H -1.40786 1.04226 -0.13667 0.09
C -1.70719 -2.31379 -0.22653 -0.28
C -1.19794 -2.07807 1.08449 -0.27
H -1.04500 -2.84065 1.85810 0.08
H -0.72971 -0.16011 2.16032 0.07
H -2.23247 -0.87285 -1.88070 0.08
H -1.98911 -3.28115 -0.65853 0.09
Ba 1.07901 -1.52232 -0.86778 1.65
Si 0.01172 -0.17818 -6.90091 0.75
C 0.35558 1.36910 -8.05096 -0.33
C 1.68705 1.59870 -8.40445 -0.13
H 2.46693 0.89509 -8.08160 0.10
C 2.06139 2.75357 -9.11534 -0.10
H 3.11486 2.93571 -9.32057 0.09
C 1.09614 3.69627 -9.49272 -0.11
H 1.39672 4.61104 -10.01817 0.10
C -0.24867 3.43362 -9.20855 -0.11
H -0.99812 4.16807 -9.50405 0.10
C -0.62009 2.29341 -8.48384 -0.12
H -1.66433 2.13962 -8.20412 0.10
C 0.70215 -1.51150 -7.95489 -0.32
C 0.38940 -1.69544 -9.31090 -0.09
H -0.32012 -0.99770 -9.75523 0.10
C 0.99760 -2.71227 -10.04557 -0.09
H 0.76560 -2.79513 -11.10396 0.10
C 1.93151 -3.56731 -9.44972 -0.10
H 2.37159 -4.36592 -10.04390 0.10
C 2.26494 -3.36305 -8.10984 -0.09
H 3.03472 -4.00489 -7.67691 0.10
C 1.66691 -2.34030 -7.36700 -0.10
H 1.99752 -2.19367 -6.34084 0.07
H -1.41476 -0.23210 -7.06431 0.01
Si 1.26057 1.31822 -4.56048 0.48
C 0.50492 -0.62361 -4.65813 -0.43
C -0.89850 -0.97289 -4.71391 -0.25
H -1.63956 -0.24968 -5.10880 0.07
C -1.38405 -2.22218 -4.28529 -0.10
H -2.44680 -2.42793 -4.45499 0.12
C -0.52613 -3.15855 -3.72592 -0.16
H -0.94786 -4.11985 -3.41554 0.10
C 0.83670 -2.86064 -3.59665 -0.28
H 1.49271 -3.64397 -3.18666 0.09
C 1.34217 -1.62073 -4.03165 -0.32
H 2.41710 -1.43602 -3.89272 0.08
C -0.11861 2.49144 -4.81266 -0.37
C -1.28058 2.18097 -4.08206 -0.13
H -1.36276 1.23122 -3.55007 0.08
C -2.32845 3.10007 -4.03645 -0.07
H -3.23362 2.86633 -3.45254 0.11
C -2.19882 4.32836 -4.70568 -0.08
H -3.01210 5.05065 -4.62552 0.10
C -1.05992 4.61641 -5.47296 -0.08
H -1.00400 5.57596 -5.98447 0.10
C -0.01923 3.69005 -5.53927 -0.10
H 0.86401 3.88790 -6.15301 0.11
H 2.52087 2.06042 -4.47572 -0.02
Cl 1.26692 1.27085 -2.38585 0.14
N 2.37935 -0.82673 1.93505 -0.08
N 2.02661 0.34820 2.70677 -0.08
C 1.61460 1.39341 1.94171 -0.88
N 1.07045 2.42110 2.64330 0.10
S 1.88609 1.37181 0.29691 0.53
H 3.16747 -0.53486 1.32552 0.04
H 2.69724 -1.51878 2.60967 0.09
H 1.45074 0.16975 3.52878 0.15
H 0.79711 3.26642 2.14100 0.11
H 1.26666 2.51698 3.62494 0.10
```

* Kohn-Sham gap: 4.0 eV
* HOMO: -4.806 eV
* relative energy (zero: lowest compared OMol25 entry of this formula, charge and spin): 223.96 kJ/mol
* energy: -75903.4885 eV
* LUMO energy: -0.8262 eV

=====

Formula: C30H32BrN4O3Ru
Source: OMol25
Level of theory: ωB97M-V/def2-TZVPD

XYZ file:
```
71
Properties=species:S:1:pos:R:3:lowdin_charge:R:1
Ru 0.00000 0.00000 0.00000 1.30
C 1.89871 -5.79954 2.03843 -0.06
C 1.58757 -4.33593 2.02663 -0.30
C 2.38481 -3.41148 2.67467 -0.03
C 2.03749 -2.04455 2.64972 -0.12
C 2.85705 -1.18750 3.52231 -0.01
N 2.47953 0.01272 3.76933 0.03
C 3.12116 0.97149 4.64884 -0.17
C 2.60030 2.38802 4.42401 -0.15
C 2.44277 2.88658 2.98434 -0.11
N 3.63446 2.57833 2.15966 0.12
C 3.69231 2.64595 0.88297 0.03
C 2.61188 3.17226 0.06634 -0.16
C 2.52408 4.57961 -0.05265 0.00
C 1.50342 5.14920 -0.80386 -0.29
C 1.25569 6.62494 -0.81168 -0.06
C 0.65129 4.28673 -1.48252 0.03
C 0.78742 2.89251 -1.32405 -0.12
C -0.21064 2.06592 -1.98078 -0.13
N -1.08442 1.50822 -1.23692 -0.01
C -2.03324 0.65889 -1.96294 -0.25
C -3.16394 0.21210 -1.02570 -0.16
C -2.95894 -1.18686 -0.43326 -0.19
N -1.70849 -1.20734 0.28650 -0.13
C -1.22745 -2.31160 0.69701 -0.10
C 0.08787 -2.48153 1.38056 -0.10
C 0.42763 -3.86512 1.42227 -0.01
C 0.92176 -1.46656 1.95782 -0.29
O 0.76819 -0.16830 1.91773 -0.20
C 1.71802 2.24581 -0.49058 -0.33
O 1.70198 0.98108 -0.23526 -0.19
H 2.97195 -5.97329 2.16614 0.07
H 1.60580 -6.26473 1.09069 0.08
H 1.36176 -6.29211 2.85495 0.08
H 3.26550 -3.75087 3.21162 0.11
H 3.76549 -1.57063 4.01118 0.14
H 1.63248 0.26496 3.18283 0.12
H 4.20204 0.91613 4.47778 0.11
H 2.92729 0.65697 5.67997 0.13
H 3.26692 3.07168 4.96679 0.12
H 1.62135 2.48413 4.91334 0.13
H 2.32667 3.97580 2.99368 0.14
H 1.55715 2.45351 2.51586 0.14
H 4.46735 2.19039 2.59686 0.16
H 4.60167 2.27875 0.38123 0.17
H 3.22748 5.21937 0.47136 0.12
H 2.11173 7.17679 -0.41030 0.07
H 0.38355 6.85560 -0.18942 0.08
H 1.07179 6.98334 -1.82883 0.08
H -0.17392 4.67206 -2.07571 0.13
H -0.16933 1.97475 -3.07864 0.15
H -1.52349 -0.20663 -2.40302 -0.09
H -2.48082 1.23718 -2.78155 0.13
H -4.10170 0.19009 -1.59466 0.11
H -3.29981 0.94242 -0.21807 0.11
H -2.96882 -1.93348 -1.23593 0.12
H -3.79001 -1.40886 0.24658 0.13
H -1.81516 -3.23230 0.53342 0.13
H -0.23143 -4.59128 0.94797 0.11
Br 0.75362 -3.10768 -6.06822 0.69
C 0.55482 -2.25159 -4.39448 -0.72
C -0.71465 -1.87526 -3.95631 -0.10
C -0.85818 -1.24345 -2.71999 -0.18
C 0.26227 -0.99146 -1.93053 -0.17
C 1.52885 -1.36922 -2.37224 -0.11
C 1.67884 -2.00138 -3.60755 -0.15
H -1.59294 -2.06839 -4.56629 0.10
H -1.84086 -0.94503 -2.36646 0.06
H 2.39567 -1.16812 -1.74924 0.08
H 2.66970 -2.29300 -3.94518 0.09
O -1.34227 0.62781 0.89630 -0.50
```

* Kohn-Sham gap (spin up / spin down): 3.6 / 3.9 eV
* multiplicity: 2
* HOMO (spin up / spin down): -4.468 / -4.637 eV
* expectation value of S²: 0.84
* relative energy (zero: lowest compared OMol25 entry of this formula, charge and spin): 1045.52 kJ/mol
* energy: -116342.5434 eV
* LUMO energy (spin up / spin down): -0.8873 / -0.7414 eV